(1)
63
Properties=species:S:1:pos:R:3:forces:R:3 method="wB97M-V/def2-TZVPD" max_force_ev_per_a=2.4 homo_ev=-6.9 total_charge=0 smiles="CN(C)c1ccc(C/C=C/N2[C@H](Cc3ccccc3)C(=O)N(C)C2(C)C)cc1.B"
C 5.2528 -4.1339 8.8269 0.07 0.07 0.08
N 5.0772 -3.9075 7.4094 0.02 -0.68 0.29
C 5.7075 -4.8880 6.5569 0.11 0.24 0.03
C 4.4039 -2.8182 6.9298 -0.50 1.39 0.16
C 4.6003 -2.3227 5.6018 -0.43 -0.35 0.65
C 3.8168 -1.2604 5.1341 -0.54 -0.27 1.01
C 2.8885 -0.6185 6.0024 0.72 0.30 0.12
C 2.1018 0.6012 5.6161 1.72 -0.46 -1.14
C 0.7601 0.9585 6.0454 -1.50 0.65 -0.49
C 0.2506 2.0984 5.4791 0.61 -1.35 0.26
N -0.9493 2.6404 5.7543 -1.49 0.87 0.64
C -1.5184 3.8804 5.1968 -0.08 -0.58 0.18
C -0.6576 5.1322 5.4541 0.12 -0.38 0.11
C -1.2631 6.3638 4.8197 0.01 -0.16 0.18
C -1.5280 6.3642 3.4475 -0.17 0.61 0.08
C -2.1829 7.4547 2.8644 0.13 -0.03 0.42
C -2.5662 8.5375 3.6698 -0.15 0.04 0.06
C -2.2953 8.5407 5.0474 0.15 -0.27 -0.30
C -1.6385 7.4471 5.6193 -0.16 0.05 -0.51
C -2.8783 3.9606 5.9292 -0.68 -0.26 -0.63
O -3.7885 4.7578 5.7114 1.21 -0.75 0.43
N -2.9266 2.8977 6.7886 -0.56 0.72 -0.26
C -4.0536 2.6360 7.6491 -0.44 -0.41 0.50
C -1.7296 2.0771 6.8461 -0.13 0.33 -0.13
C -1.0582 2.3224 8.1960 0.13 0.02 0.41
C -2.0720 0.6083 6.5685 -0.30 -0.19 0.01
C 2.9617 -0.8885 7.3673 0.05 -1.17 -0.39
C 3.5797 -2.0541 7.8202 0.14 0.01 -0.46
H 5.0052 -3.2416 9.4034 0.14 -0.18 -0.13
H 4.6572 -4.9669 9.2103 -0.21 -0.03 -0.07
H 6.2931 -4.3853 9.0424 0.15 0.03 -0.08
H 5.2963 -4.8546 5.5456 0.03 -0.05 0.19
H 6.7879 -4.7093 6.5111 0.07 -0.12 -0.17
H 5.5530 -5.8911 6.9674 -0.04 0.07 -0.06
H 5.3438 -2.8261 4.9651 -0.47 0.49 0.25
H 3.9865 -0.8940 4.1243 -0.30 -0.08 0.07
H 2.1441 0.6647 4.5197 0.54 0.78 0.35
H 2.5053 1.3686 6.2430 2.10 1.00 -0.75
H 0.4424 0.4327 6.9443 -0.32 0.45 -0.44
H 0.7809 2.6805 4.7113 0.11 -0.74 0.18
H -1.7028 3.7533 4.1084 0.02 0.16 0.57
H -0.5542 5.2422 6.5491 0.02 0.11 -0.44
H 0.3430 4.9024 5.0511 -0.22 0.28 0.11
H -1.2389 5.5055 2.8416 -0.05 0.24 0.07
H -2.3963 7.4459 1.7917 0.03 0.08 0.41
H -3.1186 9.3763 3.2255 0.34 -0.37 0.19
H -2.5968 9.3814 5.6795 0.06 -0.29 -0.32
H -1.4417 7.4052 6.6904 -0.06 0.08 -0.23
H -4.9004 3.3050 7.4219 0.60 -0.22 -0.09
H -4.3794 1.5881 7.5213 -0.01 0.47 -0.02
H -3.7894 2.7509 8.7180 -0.08 0.11 -0.45
H -0.9329 3.4043 8.3630 -0.09 -0.35 -0.12
H -1.6756 1.9163 9.0022 0.08 0.04 -0.03
H -0.0776 1.8543 8.2557 -0.09 0.05 0.04
H -2.6361 0.5494 5.6246 0.07 0.00 0.38
H -1.1838 -0.0162 6.4662 -0.52 0.21 -0.04
H -2.6547 0.1933 7.3954 -0.09 0.06 -0.15
H 2.5316 -0.1736 8.0692 -0.32 -0.44 -0.04
H 3.3594 -2.3720 8.8470 0.48 0.17 -0.50
B 5.7717 3.6451 3.2184 -0.23 0.22 0.43
H 5.9349 2.5556 2.7486 0.07 0.27 0.05
H 4.7407 4.2404 2.9833 0.54 -0.22 0.05
H 6.5814 4.1300 3.9875 -0.39 -0.27 -0.52

(2)
16
Properties=species:S:1:pos:R:3:forces:R:3 method="wB97M-V/def2-TZVPD" max_force_ev_per_a=5.5 homo_ev=-7.6 total_charge=0 relative_energy_kcal_mol=74.07
C -2.2931 0.4863 -0.5562 1.79 2.99 1.91
C 1.6978 -1.3193 0.2326 -0.37 1.69 1.63
C -0.8530 0.1108 -0.3707 0.63 -2.36 -0.12
N -0.1649 2.1894 0.1401 -0.51 1.81 0.39
N 0.1365 0.9391 -0.0130 -2.47 -0.75 -0.73
O 2.6326 1.2136 -0.5731 3.43 2.44 -3.29
P 1.7823 0.4716 0.2550 -2.21 -2.56 4.28
H -2.2441 1.5363 -0.9963 -0.65 -1.08 0.89
H -2.8580 -0.1326 -1.1680 -0.57 -1.44 -1.26
H -2.7688 0.4417 0.4764 0.31 0.67 -1.15
H 2.5914 -1.7988 0.0225 1.92 -0.75 -0.02
H 1.1042 -1.4188 -0.5975 -1.58 -1.09 -1.97
H 1.2048 -1.6426 1.1545 0.12 -0.15 -0.31
H -0.6368 -0.9810 -0.4613 0.06 1.36 0.24
H 0.6318 2.8207 0.2516 0.29 -0.83 -0.05
H 1.8966 0.7789 1.6450 -0.20 0.04 -0.46

(3)
72
Properties=species:S:1:pos:R:3:forces:R:3 method="wB97M-V/def2-TZVPD" max_force_ev_per_a=4.9 homo_ev="-19.5 / -20.7" s2=6.02 total_charge=+4 spin_multiplicity=5
Pd -0.2487 -0.5231 0.4468 -0.66 -0.20 0.89
P -0.3493 -2.2912 2.0729 0.29 -0.90 0.30
P 1.8538 0.3341 0.8398 1.14 -0.21 -0.14
P -0.3849 -2.0280 -1.3396 0.07 -1.01 -1.26
H -1.8787 1.7375 0.3364 0.06 -0.22 -0.19
C -2.0628 0.7466 -0.0800 -1.21 -1.10 0.62
C -2.5618 -0.2863 0.7162 0.16 1.15 -1.09
H -2.7647 -0.1240 1.7802 0.04 -0.26 -0.49
C -0.8948 -1.9449 3.7726 -0.04 0.45 0.06
C 1.2627 -3.1112 2.2901 0.02 0.04 -0.02
C -1.5121 -3.6107 1.5775 -0.11 0.10 -0.12
C 1.8573 1.9233 -0.0402 0.13 0.23 -0.12
C 2.5492 0.7509 2.4769 0.08 -0.05 0.17
C 3.1345 -0.6768 0.0297 0.22 0.06 0.08
C -2.0434 -2.6239 -1.7995 -0.08 -0.12 0.47
C 0.7554 -3.4528 -1.3265 -0.08 0.03 0.17
C 0.0549 -1.1680 -2.8589 0.21 0.35 0.06
H -2.1108 0.6580 -1.1680 0.00 0.15 0.31
H -2.9939 -1.1720 0.2466 0.08 0.29 0.31
H -1.8735 -1.4537 3.7697 0.02 -0.16 0.02
H -0.1841 -1.3026 4.3013 -0.01 -0.17 -0.06
H -0.9868 -2.8895 4.3242 0.05 0.15 -0.13
H 2.0143 -2.4005 2.6559 -0.18 -0.16 -0.02
H 1.6151 -3.5360 1.3435 -0.09 0.07 0.22
H 1.1604 -3.9198 3.0254 0.03 0.11 -0.14
H -2.4622 -3.1715 1.2563 0.10 -0.13 0.14
H -1.7074 -4.2531 2.4456 0.09 0.09 -0.16
H -1.1258 -4.2341 0.7648 -0.02 0.15 0.22
H 2.8972 2.1897 -0.2680 -0.15 0.13 0.04
H 1.4147 2.7100 0.5833 0.26 -0.21 -0.26
H 1.2700 1.8588 -0.9628 0.07 0.02 0.35
H 3.6193 0.9938 2.3711 -0.32 -0.07 -0.05
H 2.4649 -0.0935 3.1740 0.06 0.18 -0.18
H 2.0535 1.6275 2.9185 0.14 -0.25 -0.24
H 4.1206 -0.2161 0.1800 -0.17 -0.13 -0.08
H 2.9357 -0.7513 -1.0476 0.01 0.00 0.24
H 3.1542 -1.6881 0.4579 0.00 0.28 -0.10
H -1.9912 -3.0051 -2.8278 -0.01 0.00 0.26
H -2.7606 -1.7949 -1.7660 0.10 -0.20 -0.12
H -2.3792 -3.4223 -1.1300 -0.05 0.15 -0.21
H 0.7521 -3.8981 -2.3324 -0.01 0.07 0.24
H 0.4640 -4.2202 -0.5992 0.11 0.19 -0.25
H 1.7696 -3.0994 -1.0955 -0.24 -0.13 -0.11
H -0.2311 -1.7445 -3.7467 0.05 -0.12 0.26
H 1.1305 -0.9682 -2.8829 -0.30 -0.16 -0.06
H -0.4641 -0.2047 -2.8711 0.03 -0.41 -0.03
C 0.8034 1.9328 -4.3255 0.67 -0.51 1.50
C 1.4068 3.1700 -4.6139 -0.07 1.30 -1.25
C 0.9855 3.8822 -5.7408 1.43 0.02 1.59
C 0.0102 3.3487 -6.6027 -0.25 0.46 -0.53
C -0.5481 2.0934 -6.3353 -0.10 -1.90 1.23
C -0.1420 1.3706 -5.2023 -1.31 0.01 -1.60
O 1.1021 1.2582 -3.1620 0.37 1.45 -1.77
H 1.9252 1.5949 -2.7461 -0.46 0.16 -0.55
H 2.1827 3.5495 -3.9531 -0.13 0.13 -0.16
H 1.4387 4.8545 -5.9621 -0.20 -0.39 0.09
H -0.3093 3.9127 -7.4865 0.16 -0.21 0.33
H -1.2864 1.6606 -7.0196 0.33 0.18 0.30
H -0.5416 0.3697 -5.0089 0.13 0.53 -0.13
C -2.6809 1.5534 3.8147 -0.49 -1.28 -0.91
P -0.9867 1.3599 3.0862 -1.08 3.19 3.60
C -0.7582 3.0897 2.5063 0.31 -0.38 -1.50
C -0.0631 1.4113 4.6870 0.71 -1.20 -0.25
H -2.8885 0.7420 4.5301 0.04 0.29 -0.27
H -2.7586 2.5241 4.3291 0.38 -0.15 -0.21
H -3.4129 1.5108 2.9976 -0.11 0.19 0.40
H -0.7119 3.7524 3.3794 -0.06 -0.34 -0.01
H 0.1629 3.1914 1.9217 -0.26 0.23 0.25
H -1.6104 3.3629 1.8724 0.20 0.07 0.14
H -0.6626 0.9128 5.4582 0.14 0.04 -0.23
H 0.8931 0.8873 4.5828 -0.12 0.24 0.42
H 0.1182 2.4543 4.9786 -0.08 -0.17 -0.29

(4)
14
Properties=species:S:1:pos:R:3:forces:R:3 method="wB97M-V/def2-TZVPD" max_force_ev_per_a=2.9 homo_ev="-7.2 / -7.2" total_charge=0 relative_energy_kcal_mol=155.41
C -1.7933 -0.4811 0.6370 -0.34 0.36 -0.13
C -0.4456 -0.0583 0.1842 -1.32 1.87 -1.01
C 0.2923 0.1856 -1.1323 0.43 -0.30 -0.13
C 1.6128 -0.4287 -0.7152 0.32 -1.01 0.61
C 0.5023 1.4407 -0.3947 -1.85 0.17 0.45
N 0.5234 0.7481 0.9191 0.18 -1.21 -0.08
C 1.4347 -0.3294 0.6388 2.84 0.19 -0.27
H -2.0512 -1.4835 0.3077 0.22 -0.14 -0.19
H -2.5610 0.1774 0.2595 -0.41 0.26 -0.17
H -1.8670 -0.4696 1.7168 0.21 0.12 0.23
H -0.1270 0.1169 -2.1373 0.11 -0.05 0.29
H 2.3614 -0.9326 -1.3200 -0.27 -0.05 0.31
H 0.1116 2.4422 -0.5239 -0.31 -0.12 0.18
H 1.9640 -0.7499 1.4793 0.18 -0.10 -0.07

(5)
60
Properties=species:S:1:pos:R:3:forces:R:3 method="wB97M-V/def2-TZVPD" max_force_ev_per_a=2.3 homo_ev=-13.7 total_charge=+2 relative_energy_kcal_mol=46.36
Sn 0.4176 -0.2077 -0.0247 -0.56 -2.19 -0.32
N 0.4485 -0.6422 2.1046 0.23 0.49 -0.08
C -0.7728 -1.3587 2.5431 -0.07 0.10 -0.04
C -1.3234 -0.9079 3.7320 0.00 0.04 -0.02
C -2.4944 -1.4653 4.2120 0.01 -0.01 0.00
C -3.1103 -2.4642 3.4761 0.01 0.00 0.02
C -2.5516 -2.8973 2.2865 0.03 -0.05 0.03
C -1.3541 -2.3773 1.7820 0.01 0.01 0.01
C -0.8631 -2.9192 0.4784 0.04 -0.06 0.07
C -1.1443 -4.2519 0.1589 -0.02 0.00 0.00
C -0.9086 -4.7558 -1.1081 0.02 0.01 0.01
C -0.3811 -3.9412 -2.1012 0.05 -0.01 0.02
C -0.0303 -2.6394 -1.7868 0.02 0.00 -0.03
C -0.2377 -2.1401 -0.5011 0.00 0.10 -0.03
H 0.5322 0.2016 2.6727 0.02 -0.07 0.10
H 1.3080 -1.1721 2.2636 -0.12 -0.16 0.11
H -0.8369 -0.1132 4.2872 0.00 -0.01 0.01
H -2.9202 -1.1144 5.1412 0.00 0.00 0.00
H -4.0340 -2.9057 3.8235 -0.01 0.01 -0.01
H -3.0701 -3.6532 1.7145 -0.02 0.03 -0.02
H -1.5666 -4.9039 0.9111 0.00 0.00 0.00
H -1.1527 -5.7869 -1.3251 0.00 0.00 0.00
H -0.2213 -4.3244 -3.0998 -0.03 0.01 -0.01
H 0.4138 -2.0146 -2.5558 -0.01 0.00 -0.01
C 3.5387 0.9586 -3.2912 -0.01 -0.04 0.01
C 4.5057 0.6920 -2.1456 -0.01 0.04 0.00
N 4.3948 -0.6784 -1.5889 0.00 0.01 0.01
C 5.5428 -1.5749 -1.8877 0.04 -0.04 -0.01
C 5.4244 -2.2289 -3.2523 -0.03 0.02 -0.01
C 3.3466 -1.0711 -0.9114 -0.09 -0.07 0.05
C 3.1429 -2.4977 -0.5233 0.00 0.03 0.09
N 2.4214 -0.1584 -0.5153 -0.06 1.20 -0.05
H 3.7289 1.9523 -3.6937 0.00 0.00 0.01
H 2.4925 0.9182 -2.9876 0.00 0.01 0.00
H 3.6834 0.2359 -4.0926 0.01 0.01 -0.01
H 4.4050 1.4219 -1.3371 0.01 0.00 0.00
H 5.5276 0.7929 -2.5001 0.00 -0.01 0.02
H 5.6410 -2.3065 -1.0919 -0.03 0.00 0.01
H 6.4314 -0.9492 -1.8301 -0.01 0.01 0.00
H 4.4996 -2.8010 -3.3403 0.01 -0.02 0.01
H 6.2616 -2.9088 -3.4022 0.01 0.01 0.00
H 5.4493 -1.4907 -4.0535 0.00 0.00 0.00
H 3.9131 -3.1582 -0.8981 -0.01 0.00 -0.02
H 2.1850 -2.8381 -0.9136 0.00 -0.01 0.02
H 3.1063 -2.5839 0.5640 0.03 0.01 0.00
H 2.7226 0.7896 -0.7110 0.09 -0.04 -0.05
Br -4.6754 -2.9939 -1.0918 0.01 0.08 0.01
C -4.5385 -1.1307 -1.4171 -0.03 -0.08 -0.02
C -5.5470 -0.4746 -2.1063 0.00 -0.01 0.00
C -5.4271 0.8873 -2.3529 0.00 -0.01 0.05
C -4.3168 1.5860 -1.9072 0.01 0.00 0.08
C -3.3085 0.9062 -1.2297 -0.05 -0.09 0.01
C -3.4180 -0.4561 -0.9777 0.10 -0.05 -0.10
C -2.1549 1.6921 -0.7377 -0.03 0.43 0.23
O -2.1363 2.8548 -0.5220 0.18 -0.03 -0.06
O -1.0169 0.9019 -0.5304 0.33 0.36 -0.03
H -6.4148 -1.0253 -2.4418 -0.01 0.03 -0.02
H -6.2110 1.4074 -2.8855 -0.01 -0.02 -0.01
H -4.2223 2.6509 -2.0677 -0.01 0.00 -0.03
H -2.6404 -0.9936 -0.4551 -0.04 0.02 0.01

(6)
13
Properties=species:S:1:pos:R:3:forces:R:3 method="wB97M-V/def2-TZVPD" max_force_ev_per_a=4.2 homo_ev=-13.7 total_charge=+1 relative_energy_kcal_mol=110.91
C -1.2477 0.7567 0.0886 2.84 1.90 -0.90
C 1.8434 0.8586 -0.1680 -0.09 2.04 0.20
C -2.3077 -0.2212 0.1564 -1.88 -1.17 -0.18
N 2.2908 -0.4879 0.0381 -0.59 -3.90 -1.47
O -0.0164 0.4748 0.0575 -2.10 -0.92 -0.14
H -1.5210 1.8516 0.1090 0.22 -0.94 0.00
H 1.7025 0.8778 -1.2316 -0.36 0.46 -0.76
H -3.2155 -0.0977 -0.5965 1.73 0.67 1.92
H -2.6007 0.0092 1.2923 -0.08 -1.22 -2.21
H -1.9704 -1.2572 -0.1532 -0.09 1.04 1.31
H 2.8660 -0.6660 0.8059 1.40 0.54 2.08
H 2.7604 -1.1110 -0.7141 -1.15 1.45 0.55
H 1.4162 -0.9876 0.3157 0.16 0.06 -0.40